# 1
The following is a quantum chemistry calculation of an isolated molecule of C30H24F3NO5S2Si at a distorted geometry, from the Open Molecules 2025 dataset.

```
66
Properties=species:S:1:pos:R:3:forces:R:3:nbo_charge:R:1
C 1.7037 -1.1943 -3.5417 0.1 0.1 0.3 -0.20
C 0.8868 -0.0825 -3.3154 -0.1 0.0 0.3 -0.22
C 0.5294 0.2723 -2.0063 0.2 -0.2 -0.3 -0.18
C 0.9868 -0.4757 -0.9044 0.0 0.0 -0.3 -0.56
Si 0.4265 0.0037 0.8084 0.3 -0.5 0.3 1.93
C 0.3548 1.8504 0.9476 -0.1 0.3 0.1 -0.57
C 1.1758 2.6679 0.1566 -0.2 0.5 -0.1 -0.18
C 0.9812 4.0566 0.1177 0.1 -0.3 0.1 -0.21
C -0.0175 4.6536 0.8938 0.1 -0.3 0.1 -0.20
C -0.8117 3.8492 1.7154 0.1 -0.2 0.1 -0.24
C -0.6249 2.4599 1.7493 0.0 0.4 -0.3 -0.11
C -1.1951 -0.8020 1.2245 -0.3 -0.1 0.1 -0.56
C -2.3693 -0.3347 0.6047 -0.2 -0.3 0.3 -0.13
C -3.6133 -0.8968 0.9154 0.2 0.0 0.0 -0.24
C -3.7019 -1.9368 1.8494 0.4 0.2 0.0 -0.20
C -2.5355 -2.4256 2.4494 0.0 0.1 -0.2 -0.20
C -1.2908 -1.8752 2.1250 -0.2 0.0 0.1 -0.19
O 1.4222 -0.6973 2.0638 -0.1 -0.2 -0.9 -0.77
C 2.5483 -0.3877 2.5996 -0.6 0.4 2.5 0.86
C 3.0020 -0.8490 3.9122 -1.6 2.6 -2.2 -0.56
C 3.8552 0.3138 4.3799 0.0 0.3 1.1 -0.46
C 4.0613 1.2013 3.1749 0.1 0.1 -0.5 -0.06
O 3.2130 0.6264 2.1044 0.5 0.3 -0.3 -0.48
C 1.7484 -1.6237 -1.1520 0.1 -0.1 -0.3 -0.13
C 2.1304 -1.9656 -2.4542 -0.2 0.2 0.0 -0.24
H 2.0077 -1.4615 -4.5572 -0.1 0.1 0.3 0.22
H 0.5253 0.5145 -4.1553 0.1 -0.2 0.3 0.22
H -0.1180 1.1389 -1.8522 0.2 -0.2 0.0 0.22
H 1.9550 2.2233 -0.4655 -0.2 0.1 0.2 0.22
H 1.6120 4.6699 -0.5268 -0.1 -0.2 0.2 0.22
H -0.1638 5.7384 0.8719 0.0 -0.4 0.0 0.22
H -1.5873 4.3006 2.3365 0.2 -0.1 -0.2 0.22
H -1.2738 1.8473 2.3774 0.1 0.2 -0.2 0.21
H -2.3153 0.4787 -0.1248 -0.1 -0.2 0.2 0.20
H -4.5150 -0.5202 0.4291 0.3 -0.1 0.1 0.22
H -4.6703 -2.3636 2.1134 0.3 0.1 -0.1 0.22
H -2.5856 -3.2419 3.1749 0.0 0.3 -0.3 0.22
H -0.3921 -2.2912 2.5891 -0.3 0.2 -0.1 0.23
H 2.1323 -1.0498 4.5603 0.4 -0.1 -0.4 0.25
H 3.2846 0.8612 5.1481 0.4 -0.1 -0.2 0.21
H 4.8173 0.0156 4.8180 -0.4 0.0 0.0 0.25
H 3.6941 2.2123 3.3855 0.1 -0.2 -0.5 0.20
H 5.0871 1.2208 2.7904 -0.3 0.1 0.1 0.20
H 2.0483 -2.2699 -0.3293 0.0 0.3 -0.2 0.24
H 2.7609 -2.8436 -2.6151 -0.3 0.2 0.0 0.22
F 4.3373 -4.6000 6.1162 0.3 -0.5 0.0 -0.35
C 4.8001 -4.2902 4.8928 -1.4 2.8 -1.3 0.77
F 6.1258 -4.1533 4.9233 0.4 -0.8 0.3 -0.34
F 4.4524 -5.2421 4.0071 0.4 -0.8 0.4 -0.35
S 3.8429 -2.5557 4.3190 2.7 -4.1 0.6 0.40
N 5.1413 -2.5021 3.0117 -1.6 0.4 1.4 -0.85
C 6.1734 -1.5455 3.1399 0.2 -0.8 1.8 0.67
O 6.6526 -1.2055 4.2184 -0.7 -0.2 -2.1 -0.54
C 6.4609 -1.0252 1.7925 0.1 1.1 -0.3 -0.17
C 5.6259 -1.5535 0.8238 0.0 0.6 -1.1 -0.23
C 5.4871 -0.9672 -0.4309 0.5 0.1 0.2 -0.20
C 6.1971 0.2188 -0.6769 0.0 -0.4 0.2 -0.18
C 7.0820 0.7369 0.2861 -0.1 -0.1 -0.1 -0.20
C 7.2136 0.1301 1.5337 0.0 -0.6 -0.1 -0.16
S 4.6271 -2.8656 1.4399 0.5 0.3 1.4 2.31
O 5.0884 -4.1470 0.9976 -0.3 0.6 0.0 -0.87
O 3.2228 -2.5423 1.4003 0.6 -0.4 -0.6 -0.93
H 4.8423 -1.4420 -1.1651 0.0 0.3 0.0 0.24
H 6.0606 0.7339 -1.6279 0.1 -0.2 0.2 0.23
H 7.6605 1.6345 0.0602 -0.2 -0.2 0.1 0.23
H 7.8617 0.5216 2.3225 -0.3 -0.1 -0.3 0.25
```
Positions in Å, forces in eV/Å.

Its spin multiplicity is 1. The value obtained for the highest occupied orbital energy is -6.85 eV. Its strongest force on any atom is 0.0950 hartree/bohr. As for the frontier orbital gap: 6.350 eV. For the LUMO energy, the calculation gives -0.5 eV. As for the total energy: -2973.969930 hartree. The value obtained for the relative energy (zero: lowest compared OMol25 entry of this formula, charge and spin) is 0.0000 eV.

=====

# 2
The following is a quantum chemistry calculation of a structure of composition C31H42BBr12IN2O8S at a distorted geometry, from the Open Molecules 2025 dataset.

```
98
Properties=species:S:1:pos:R:3:forces:R:3:mulliken_charge:R:1
N 0.1738 2.3919 3.3500 1.0 0.0 -0.7 -0.47
C 1.0881 2.3710 2.4513 -0.7 -0.7 0.7 -0.35
C 1.8064 1.0301 2.0788 0.4 1.3 0.0 -0.66
C 2.2182 0.8728 0.5596 2.7 0.0 0.5 0.63
C 2.5840 2.2679 -0.1112 -1.2 0.6 -0.7 -1.12
O 3.7439 2.8428 0.5106 -1.0 -2.2 0.3 -0.26
O 4.1523 3.9594 -0.1786 0.1 2.0 -0.8 -0.39
C 3.6182 0.0880 0.5877 -0.7 -1.1 -0.2 -0.37
C 4.2906 0.0139 -0.8240 0.6 -0.1 0.0 -0.28
O 5.2016 0.7885 -1.0505 -0.6 -0.4 0.0 -0.58
C 3.8920 -0.9477 -1.9741 -1.2 -1.1 -1.9 1.03
C 3.9955 -2.3971 -1.9713 -0.9 1.0 -1.7 0.16
C 3.6111 -3.1546 -3.1715 0.1 1.3 -0.3 -0.71
C 3.1405 -2.5165 -4.3957 0.5 1.7 2.0 -0.51
C 3.0140 -1.0564 -4.3927 0.8 -1.2 1.6 -0.51
C 3.3924 -0.3192 -3.2058 0.1 -1.0 0.1 -0.43
O 1.3715 0.0631 -0.2341 -0.3 1.5 0.4 0.70
C 0.0300 0.5318 -0.3577 -1.6 -0.3 -1.2 -1.03
C -0.2147 1.3269 -1.7156 0.5 0.6 0.6 0.16
C -1.7127 1.8051 -1.9040 0.4 0.5 -1.3 -0.16
C -2.2283 1.4726 -3.3699 -1.2 0.1 1.4 -1.03
I -1.1150 2.6311 -4.8308 -0.3 -0.6 0.2 -0.07
C -0.9061 -0.7822 -0.2387 2.4 -0.3 1.2 0.67
S -1.2084 -1.5409 -1.8957 -0.4 0.0 -0.5 -0.22
C -0.1576 -1.9154 0.6245 -0.5 -1.0 -0.3 -0.26
N 0.6928 -2.8028 -0.2446 0.0 0.5 1.4 -0.22
O -2.0420 -0.3856 0.5201 -0.3 -0.2 -1.5 -0.24
C -3.3108 -0.8695 0.1083 -2.4 -0.5 1.7 0.78
C -4.3615 -0.1360 1.0777 0.6 -0.9 0.8 -0.69
O -5.5121 0.3489 0.3695 0.9 1.2 0.3 -0.45
C -5.3375 1.6524 -0.0827 0.2 2.4 -1.9 0.17
C -5.0019 2.7958 0.7634 0.0 -0.3 -0.9 -0.35
C -4.8087 4.1374 0.2318 -0.7 -2.3 -1.5 -0.65
C -4.9882 4.3341 -1.2041 -0.1 -1.1 0.7 -0.38
C -5.3555 3.2248 -2.0901 0.5 0.1 2.7 -0.53
C -5.5046 1.8898 -1.5147 0.1 1.4 0.4 0.04
C -3.5560 -2.4259 0.3845 0.7 0.0 -0.4 -0.64
B -4.8838 -2.9498 -0.3690 -0.2 -0.3 -0.1 0.88
O -6.1493 -3.0015 0.2150 1.3 -0.3 -1.1 -0.52
O -4.7369 -3.4132 -1.7172 -0.6 1.3 1.0 -0.58
H 0.0288 1.4430 3.7219 -0.1 0.3 -0.1 0.22
H 1.3377 3.3696 2.0027 0.1 -1.2 0.2 0.36
H 2.7694 1.0205 2.6695 -1.0 0.1 -0.6 0.48
H 1.1883 0.1944 2.4869 0.4 0.5 -0.7 0.25
H 1.7218 3.0012 -0.0663 0.8 -0.7 0.1 0.55
H 2.7770 2.1307 -1.2206 0.0 -0.2 1.1 0.43
H 4.1826 3.7831 -1.1414 0.2 -0.7 0.5 0.29
H 4.3380 0.5702 1.2918 -0.6 -0.2 -0.8 0.75
H 3.3937 -0.9478 0.9933 0.1 1.1 -0.6 -0.40
H 4.3624 -2.9355 -1.0757 -0.3 0.4 -0.9 0.22
H 3.7150 -4.2684 -3.1720 -0.1 1.2 0.1 0.33
H 2.8743 -3.0684 -5.3241 0.3 0.3 1.0 0.37
H 2.6647 -0.5156 -5.3057 0.3 -0.5 1.0 0.38
H 3.2980 0.7924 -3.2340 0.1 -1.0 0.1 0.29
H -0.3254 1.2249 0.4492 0.6 -0.7 -0.2 -0.08
H 0.4019 2.2738 -1.6749 -0.5 -1.0 0.1 0.07
H 0.1993 0.7755 -2.6067 -0.6 0.3 1.0 0.08
H -1.7370 2.9332 -1.8537 0.0 -1.1 0.2 0.49
H -2.4246 1.4508 -1.1194 0.6 0.0 -0.7 -0.41
H -2.2180 0.3817 -3.5966 0.4 1.0 0.0 0.43
H -3.2972 1.8148 -3.4594 1.2 -0.2 -0.1 0.44
H 0.0359 -1.4673 -2.4900 -0.7 0.1 0.9 0.17
H 0.4345 -1.4909 1.4701 -0.4 -0.1 -0.9 -0.05
H -0.9067 -2.6145 1.1006 0.2 1.3 -0.4 0.44
H 1.4225 -3.1369 0.3945 -0.2 -0.1 -0.6 -0.33
H 0.1109 -3.6083 -0.4890 0.5 0.3 0.0 0.31
H -3.6516 -0.5595 -0.9191 0.9 -0.3 0.6 0.02
H -3.8126 0.6430 1.6690 -0.6 -0.4 -0.8 0.12
H -4.7487 -0.8730 1.8366 0.3 0.7 -0.9 0.34
H -4.8705 2.5877 1.8565 -0.2 0.4 -1.1 0.48
H -4.5296 4.9511 0.9383 -0.3 -0.7 -0.9 0.38
H -4.8365 5.3696 -1.5983 -0.2 -1.2 0.2 0.35
H -5.5018 3.4350 -3.1768 0.1 -0.4 1.1 0.38
H -5.7890 1.0576 -2.2057 0.3 0.7 0.9 0.34
H -3.5609 -2.6150 1.4894 -0.1 0.3 -0.9 0.23
H -2.7103 -3.0432 -0.0366 -0.8 0.7 0.3 0.04
H -6.7411 -3.3046 -0.5006 0.1 0.1 0.6 0.31
H -4.4943 -2.6334 -2.2494 0.3 -0.7 0.0 0.29
C 3.5572 -4.9964 2.4316 0.1 -0.1 0.1 -0.41
Br 4.8169 -6.4573 2.3208 -0.2 0.2 -0.1 -0.01
Br 4.2027 -3.4234 1.5016 -0.1 -0.4 0.3 0.03
Br 1.7963 -5.5223 1.8312 0.3 0.0 0.1 -0.03
H 3.4690 -4.7313 3.4802 0.0 0.0 -0.2 0.44
C 6.6543 -8.0398 5.6784 0.0 0.0 0.0 -0.30
Br 4.7905 -7.7534 6.1167 0.3 0.0 0.0 0.00
Br 7.5445 -6.3899 5.1963 -0.1 -0.2 0.1 0.00
Br 7.5876 -8.9710 7.0926 -0.1 0.2 -0.2 -0.04
H 6.6800 -8.6819 4.8043 0.0 0.1 0.1 0.34
C -2.2301 2.9458 6.5086 0.0 0.1 -0.1 -0.33
Br -2.6803 3.0024 4.6313 -0.2 0.0 0.3 0.04
Br -3.7950 3.1281 7.6316 0.2 -0.1 -0.1 -0.05
Br -1.2087 1.3630 6.9520 -0.1 0.2 -0.1 -0.04
H -1.5936 3.8011 6.7087 -0.1 -0.1 0.0 0.36
C 1.2838 6.0048 -4.0081 0.0 0.0 -0.1 -0.35
Br -0.5901 6.2863 -3.6404 0.3 0.1 0.0 -0.02
Br 2.1919 7.6582 -4.4316 -0.1 -0.2 0.1 -0.04
Br 2.1512 5.0567 -2.5610 -0.2 0.2 -0.1 0.15
H 1.3455 5.3724 -4.8879 0.0 0.1 0.1 0.33
```
Positions in Å, forces in eV/Å.

Its spin multiplicity is 1. The value obtained for the highest occupied orbital energy is -8.92 eV. Its strongest force on any atom is 0.0597 hartree/bohr. As for the frontier orbital gap: 8.332 eV. For the LUMO energy, the calculation gives -0.6 eV. As for the total energy: -33526.542096 hartree.